[1]
C34H31BrEuN7O11S3 as an isolated structure. Source: the OMol25 dataset; level of theory: ωB97M-V/def2-TZVPD.

```
88
Properties=species:S:1:pos:R:3:mulliken_charge:R:1
Eu -0.994 1.252 -0.674 0.5168
Br 3.277 7.492 1.999 -0.2382
S 2.020 1.252 -2.008 -0.3962
S 1.958 -6.786 -5.233 1.1042
S -0.023 -2.491 3.640 1.1538
O 2.357 -5.532 -5.878 -0.5687
O 0.948 -1.967 4.560 -0.6847
O -4.610 -0.330 1.414 -0.7565
O 2.942 -7.527 -4.445 -0.5893
O 0.249 -0.485 0.502 -0.3570
O -1.308 3.634 -0.989 -1.2875
O -3.160 2.096 -2.070 -0.5712
O 1.008 -7.583 -6.000 -0.5209
O -2.745 0.255 0.368 0.2045
O -1.196 -3.124 4.126 -0.7021
O -0.922 2.673 1.180 -0.6491
N -1.605 -1.086 -2.234 -0.1643
N 2.479 1.249 0.586 0.3377
N -3.689 2.859 0.820 0.6004
N 0.078 -7.701 -3.405 -0.5777
N 3.880 2.633 -0.633 -0.6026
N 0.500 -5.335 -3.523 -0.4161
N -0.453 -1.245 2.576 -0.4888
C 1.579 -3.272 0.122 -0.2013
C -4.497 1.941 -1.431 -0.4187
C 1.920 -5.318 1.469 -0.5241
C 1.306 6.496 0.269 -0.5463
C -0.457 -2.825 -3.408 -0.7114
C -1.353 3.748 0.443 2.7866
C -0.133 5.130 2.189 -0.5300
C -3.700 0.456 1.190 0.1047
C -1.074 -6.224 -1.907 -0.4955
C 2.897 1.737 -0.590 0.2670
C 0.690 -6.619 -3.831 0.3449
C -3.673 1.811 1.839 -0.5598
C -0.957 -3.749 -2.471 1.5619
C -1.896 -3.366 -1.564 -0.9496
C -0.499 -5.132 -2.625 0.1688
C -0.856 -1.523 -3.274 -0.7676
C -2.134 -1.984 -1.416 -0.5112
C 2.058 1.348 3.010 -1.3262
C 1.390 -4.690 2.596 -0.6079
C -0.727 -7.509 -2.337 -0.5994
C 1.686 6.562 1.572 0.2586
C -4.689 2.848 -0.209 -0.9536
C -2.876 4.063 0.927 -1.5092
C 5.457 4.114 0.430 -1.2232
C 1.992 -4.642 0.237 -0.8646
C 4.300 3.169 0.556 0.8239
C 2.744 1.850 1.763 1.4656
C 0.939 -2.661 1.242 0.4378
C 0.851 -3.423 2.422 0.2215
C 3.701 2.850 1.746 -1.0686
C 0.219 -1.353 1.426 0.4310
C -0.405 4.888 0.865 -0.4438
C 0.296 5.613 -0.129 -0.2559
C 0.998 5.847 2.590 -0.7113
H -2.860 4.408 1.979 0.4563
H 0.221 -3.177 -4.196 0.5074
H 5.445 4.484 -0.572 0.4098
H -2.372 -3.988 -0.813 0.1747
H 2.513 1.712 3.881 0.5100
H -4.632 0.854 -1.207 0.2205
H 2.226 -5.223 -0.629 0.4798
H -4.897 3.913 -0.596 0.3075
H 0.976 1.610 2.990 0.1382
H -5.612 2.476 0.263 0.4039
H -0.500 -0.793 -3.967 0.4546
H 1.599 -2.703 -0.821 0.5119
H 6.422 3.634 0.559 0.2778
H 2.348 -6.324 1.528 0.3921
H -0.736 4.638 2.929 0.2457
H 5.337 4.990 1.092 0.2726
H -1.860 -6.043 -1.190 0.3915
H 1.237 -5.122 3.582 0.3985
H 2.077 0.239 2.959 0.2979
H -5.264 2.197 -2.167 0.4042
H -4.477 2.021 2.502 0.4044
H -3.248 4.883 0.319 0.2100
H 1.392 5.821 3.591 0.4578
H 1.833 0.470 0.603 -0.5149
H 3.983 3.314 2.669 0.3981
H -2.704 2.933 -1.828 0.4412
H -1.073 -8.422 -1.884 0.4631
H 1.963 6.941 -0.483 0.3486
H -2.741 -1.612 -0.619 0.6248
H -2.669 1.969 2.317 0.1789
H -0.015 5.512 -1.182 0.2938
```

LUMO energy (spin up / spin down)   0.1212 / 0.0154 Eh
E_HOMO (spin up / spin down)   -1.03 / -3.35 eV
Gap between HOMO and LUMO (spin up / spin down)   0.1591 / 0.1385 hartree
F_max   4.34 eV Å⁻¹
Spin multiplicity   7
Energy relative to the best compared isomer or geometry (same formula, charge and spin)   128.55 kcal per mole
Total charge   -2

---

[2]
C14H23Cl4Mg3O10 as an isolated structure. Source: the OMol25 dataset; level of theory: ωB97M-V/def2-TZVPD.

```
54
Properties=species:S:1:pos:R:3:mulliken_charge:R:1
Cl -1.188 -2.050 2.826 -0.1298
Cl -1.158 -3.347 5.777 -0.2030
Cl -0.739 2.735 4.062 -0.1582
Cl 2.070 1.222 3.545 -0.1478
Mg 1.752 1.847 -1.944 0.5802
Mg -0.532 -0.946 -2.485 0.4226
Mg -3.207 -1.614 -0.491 0.6408
O 2.479 0.825 -3.375 -0.6991
O -3.893 -1.444 -2.361 -0.7569
O 0.068 0.873 -1.450 -0.1066
O 2.685 3.555 -1.866 -0.7534
O -2.135 -1.400 -3.549 -0.6186
O -0.191 -2.671 -1.546 -0.8969
O 0.978 -0.678 -3.753 -0.5285
O -1.944 -3.100 -0.401 -0.5872
O -1.554 -0.243 -0.851 0.1261
O 2.379 2.404 -0.146 -0.7988
C 4.031 4.245 0.049 -0.9628
C 0.811 3.488 4.536 -0.5123
C 3.161 -1.184 -4.551 -1.0913
C -1.054 1.516 0.655 -0.3260
C -2.170 -1.968 5.303 -0.5133
C -1.502 -1.128 4.301 -0.2941
C 2.124 -0.265 -3.886 0.9151
C 2.976 3.379 -0.640 1.2788
C -3.386 -1.434 -3.477 0.6815
C 1.881 3.002 3.535 -0.3477
C -0.843 -3.493 -0.850 0.8048
C -4.277 -1.510 -4.696 -1.2211
C -0.765 0.664 -0.573 1.2144
C -0.398 -4.908 -0.568 -1.2607
H -2.386 -1.475 6.252 0.3339
H -0.142 2.081 0.848 -0.0340
H 2.835 -2.206 -4.745 0.3128
H 3.835 5.250 -0.326 0.3418
H -3.679 -1.614 -5.601 0.3088
H -1.087 -5.602 -0.087 0.3323
H 3.936 4.227 1.135 0.1905
H -2.132 -0.279 4.036 0.1927
H 5.005 3.873 -0.267 0.2894
H 1.684 3.322 2.511 0.0955
H -1.265 0.885 1.518 -0.0318
H 2.811 3.540 3.721 0.3895
H 0.683 4.570 4.580 0.3531
H 1.074 3.191 5.552 0.3115
H -3.098 -2.426 4.962 0.3382
H 3.438 -0.732 -5.503 0.3165
H 4.071 -1.260 -3.955 0.3336
H -0.571 -0.714 4.689 0.2399
H -4.808 -0.577 -4.888 0.3367
H -0.183 -5.475 -1.474 0.3535
H -1.893 2.167 0.408 0.3272
H -5.093 -2.215 -4.539 0.3239
H 0.505 -4.899 0.042 0.2941
```

LUMO energy (spin up / spin down)   0.0033 / 0.0020 Eh
E_HOMO (spin up / spin down)   -4.20 / -9.94 eV
Gap between HOMO and LUMO (spin up / spin down)   0.1576 / 0.3671 hartree
F_max   4.55 eV Å⁻¹
Spin multiplicity   2
Total charge   0

---

[3]
An isolated ion of composition C11H15N2O and charge +1. Source: the OMol25 dataset; level of theory: ωB97M-V/def2-TZVPD.

```
29
Properties=species:S:1:pos:R:3:mulliken_charge:R:1
O 2.024 -1.345 -1.511 -0.5247
N 0.343 2.005 0.183 -0.0921
N 0.668 -2.202 0.193 -0.1631
C -0.564 -1.599 0.121 0.3219
C 1.977 -1.668 -0.143 -0.1547
C 0.344 0.565 0.115 -0.3413
C -2.159 0.290 -0.152 0.8972
C -2.447 1.685 -0.364 -1.7358
C 2.113 -0.495 0.763 0.2453
C -2.942 -2.050 0.213 -0.9275
C -3.164 -0.684 -0.151 -0.8109
C -1.629 -2.419 0.396 -0.5978
C -0.780 -0.212 0.001 0.6945
C 3.295 0.365 0.611 -1.4989
H 1.308 2.360 0.409 0.4027
H -1.341 -3.383 0.734 0.4205
H 0.243 2.470 -0.708 0.3952
H 3.568 0.444 -0.506 0.3054
H -0.488 2.508 0.795 0.3943
H -2.252 2.190 0.573 0.3680
H 3.455 1.189 1.237 0.5098
H -3.514 1.786 -0.523 0.3840
H 1.716 -1.943 -2.116 0.3204
H 3.997 -0.344 0.917 0.4493
H -4.193 -0.447 -0.269 0.3538
H 2.659 -2.500 0.165 0.4097
H 0.670 -3.176 0.563 0.2462
H -1.788 2.074 -1.154 0.3587
H -3.800 -2.749 0.268 0.3698
```

LUMO energy (spin up / spin down)   -0.1597 / -0.1540 Eh
E_HOMO (spin up / spin down)   -10.48 / -11.65 eV
Gap between HOMO and LUMO (spin up / spin down)   0.2253 / 0.2742 hartree
F_max   4.97 eV Å⁻¹
Energy relative to the best compared isomer or geometry (same formula, charge and spin)   132.90 kcal per mole
Total charge   +1

---

[4]
A 2-piece molecular cluster, C2H4N2O2 overall. Source: the OMol25 dataset; level of theory: ωB97M-V/def2-TZVPD.

```
10
Properties=species:S:1:pos:R:3:mulliken_charge:R:1
O -0.412 1.855 -2.727 -0.4469
O -0.108 1.140 1.018 -0.2398
N -0.449 -0.192 -1.636 -0.4481
N 0.533 0.117 0.513 -0.0966
C -0.503 0.862 -2.126 0.5398
C 0.261 -1.118 1.028 -0.5420
H 1.243 -1.760 1.232 0.2385
H -0.282 -1.162 2.027 0.3164
H -0.028 1.892 0.477 0.3572
H -0.255 -1.635 0.195 0.3215
```

LUMO energy (spin up / spin down)   -0.0961 / -0.0339 Eh
E_HOMO (spin up / spin down)   -9.00 / -10.20 eV
Gap between HOMO and LUMO (spin up / spin down)   0.2347 / 0.3408 hartree
F_max   5.30 eV Å⁻¹
Energy relative to the best compared isomer or geometry (same formula, charge and spin)   151.75 kcal per mole
Total charge   0